1.
{
  "formula": "C21H22N4O9PS",
  "method": "the ωB97M-V functional and the def2-TZVPD basis",
  "charge": -1,
  "species": ["C", "C", "O", "P", "C", "C", "N", "O", "O", "C", "C", "H", "H", "H", "H", "H", "H", "H", "H", "H", "H", "H", "C", "C", "C", "C", "C", "S", "O", "O", "N", "C", "C", "C", "N", "O", "O", "C", "C", "C", "C", "N", "O", "O", "C", "C", "C", "H", "H", "H", "H", "H", "H", "H", "H", "H", "H", "H"],
  "coordinates": [[-1.122741, 1.303486, 7.521276], [-1.783014, 0.887867, 6.224571], [-0.887567, 1.131092, 5.104111], [-1.432976, 0.965304, 3.588765], [-1.394914, -0.781254, 3.225485], [-2.502092, -1.596114, 3.136916], [-3.376433, -2.387663, 3.059896], [-2.717682, 1.628897, 3.272950], [-0.150625, 1.486955, 2.767434], [0.937944, 2.286574, 3.320266], [1.885360, 2.642092, 2.200110], [-1.765937, 1.004689, 8.349769], [-0.152161, 0.816057, 7.652522], [-1.006807, 2.390655, 7.571660], [-2.022833, -0.185477, 6.236181], [-2.707684, 1.459175, 6.055719], [-0.423044, -1.278499, 3.236056], [0.516643, 3.197763, 3.772819], [1.454193, 1.688418, 4.083234], [2.759463, 3.163563, 2.591087], [2.225113, 1.748224, 1.671479], [1.394903, 3.311088, 1.487330], [3.351871, -3.287104, -5.740176], [2.778863, -2.835986, -4.429852], [3.480141, -1.910098, -3.649697], [2.976311, -1.488816, -2.421124], [1.744089, -1.974582, -1.971490], [1.102066, -1.411986, -0.402699], [0.724324, -2.505207, 0.448215], [1.917287, -0.313678, 0.051177], [-0.446160, -0.766719, -0.826195], [-0.630299, 0.351571, -1.669419], [0.282111, 1.105772, -2.380198], [-0.220317, 2.131942, -3.199488], [0.683416, 2.923293, -3.961799], [0.220656, 3.850500, -4.668089], [1.910491, 2.671184, -3.907178], [-1.620544, 2.381792, -3.282698], [-2.524306, 1.610116, -2.552778], [-2.030066, 0.598763, -1.730779], [-2.656109, -0.414064, -0.897626], [-4.040168, -0.629188, -0.784598], [-4.843181, 0.249469, -1.190383], [-4.418640, -1.713841, -0.285648], [-1.661349, -1.224701, -0.387064], [1.045962, -2.921056, -2.731520], [1.555696, -3.330495, -3.962975], [2.695419, -4.004250, -6.233037], [3.506796, -2.445105, -6.420146], [4.328460, -3.760772, -5.606174], [4.431781, -1.511602, -4.005919], [3.522851, -0.766673, -1.816738], [1.350275, 0.933198, -2.316693], [-1.960815, 3.186347, -3.930009], [-3.600230, 1.769329, -2.616156], [-1.792362, -2.056082, 0.280470], [0.109375, -3.326562, -2.359942], [0.999195, -4.047602, -4.571211]],
  "atomic_forces_ev_per_a": [[0.022, 0.110, -0.123], [0.072, -0.079, -0.859], [-0.150, 0.802, 0.890], [-0.517, -3.144, -1.174], [0.581, 1.735, 0.132], [-1.476, -1.511, -0.040], [1.071, 1.130, -0.003], [0.466, 0.416, 0.581], [0.933, 0.844, 0.507], [-0.752, -0.390, -0.036], [-0.111, 0.050, -0.280], [-0.027, -0.031, 0.052], [-0.090, 0.109, -0.073], [0.143, -0.144, -0.046], [0.003, 0.225, -0.065], [0.190, -0.217, 0.041], [-0.198, 0.194, 0.048], [0.173, -0.308, 0.029], [-0.218, 0.208, -0.052], [0.034, 0.019, 0.110], [-0.096, 0.062, 0.054], [0.033, -0.134, -0.019], [0.056, -0.070, -0.238], [-0.027, 0.170, 0.266], [-0.213, -0.098, 0.248], [-0.156, 0.190, 0.020], [0.156, -0.265, -0.291], [-0.936, 0.253, 0.854], [0.695, 0.368, -0.644], [-0.489, -0.919, -0.573], [0.857, 0.370, -0.445], [-0.901, -0.044, 0.214], [0.249, 0.433, -0.364], [-1.575, -1.118, 1.124], [1.845, 1.725, -1.595], [0.749, -1.710, 1.294], [-2.196, 0.311, -0.007], [0.464, -0.221, 0.131], [0.267, 0.475, -0.388], [0.176, -0.550, 0.259], [1.657, 0.393, -0.761], [-2.958, -1.159, 0.838], [1.784, -1.320, 0.515], [0.878, 2.089, -1.042], [-0.782, 0.655, -0.060], [0.069, 0.240, 0.097], [0.072, 0.089, 0.215], [0.023, 0.026, 0.002], [-0.073, -0.014, 0.072], [-0.089, 0.010, 0.069], [-0.253, -0.121, 0.118], [-0.163, -0.137, -0.123], [-0.148, 0.073, -0.044], [0.067, -0.228, 0.168], [0.387, 0.050, 0.029], [0.195, -0.165, 0.189], [0.063, 0.072, -0.066], [0.166, 0.201, 0.244]]
}



2.
{
  "formula": "C2H6N2O2",
  "method": "the ωB97M-V functional and the def2-TZVPD basis",
  "charge": 0,
  "species": ["C", "C", "H", "H", "H", "H", "H", "H", "N", "N", "O", "O"],
  "coordinates": [[1.270852, -0.917766, -0.414790], [-0.158742, -0.305697, -0.039354], [1.233306, -1.336822, -1.625507], [2.429891, 0.014587, -0.002687], [1.488763, -2.052032, 0.272636], [-1.560290, 0.360084, 1.105493], [0.076538, 1.095346, 1.890165], [-0.402650, 1.529500, -2.460124], [-0.895592, -0.354551, 1.243815], [-0.577636, 0.750713, -0.826359], [0.200959, 0.073129, 2.209785], [-0.154162, 0.546494, -2.131947]],
  "atomic_forces_ev_per_a": [[1.046, -2.999, 0.944], [0.325, 3.937, -1.796], [0.495, 1.810, 3.742], [-3.867, -2.896, -1.590], [-0.694, 3.870, -2.029], [-1.124, 1.349, 0.394], [1.514, -3.206, 1.892], [1.023, -3.557, 0.351], [4.524, -2.117, -1.688], [0.203, -5.020, 3.042], [-2.855, 4.060, -2.198], [-0.592, 4.769, -1.064]]
}



3.
{
  "formula": "C5H8O",
  "method": "the ωB97M-V functional and the def2-TZVPD basis",
  "charge": 0,
  "smiles": "C=C1CC1.C=O",
  "species": ["C", "C", "C", "C", "H", "H", "H", "H", "H", "H", "C", "O", "H", "H"],
  "coordinates": [[0.247562, 0.041837, 1.615985], [-0.543479, -0.106318, 0.567847], [-1.161110, -1.000484, -0.414800], [-1.505652, 0.489540, -0.360975], [0.787802, -0.803322, 2.037500], [0.391425, 1.014391, 2.081509], [-0.575045, -1.320150, -1.276632], [-1.884368, -1.725670, -0.048053], [-2.465393, 0.788526, 0.054209], [-1.145005, 1.102608, -1.187505], [1.965857, 0.380266, -0.764265], [1.305478, 0.439192, -1.772601], [2.276940, 1.282281, -0.197296], [2.304984, -0.582698, -0.334917]],
  "atomic_forces_ev_per_a": [[-0.083, -0.017, -0.133], [0.062, 0.022, 0.179], [0.015, -0.221, 0.021], [-0.085, 0.216, 0.040], [-0.087, 0.112, -0.059], [-0.077, -0.141, -0.039], [-0.057, 0.072, 0.247], [0.057, 0.135, -0.117], [0.095, -0.066, -0.129], [0.002, -0.143, 0.241], [-0.190, -0.009, -0.200], [0.450, 0.044, 0.310], [-0.082, -0.097, -0.200], [-0.021, 0.092, -0.161]]
}



| no. | orbital gap (eV) |
| --- | --- |
| 1 | 4.20 |
| 2 | 9.31 |
| 3 | 10.83 |